# 1
Below is a structure of composition C2H7N4O at a distorted geometry, with properties calculated with ωB97M-V with the def2-TZVPD basis set.

Results
- HOMO-LUMO gap (spin up / spin down) (Eh) = 0.336 / 0.336
- LUMO energy (spin up / spin down) (eV) = -4.4 / -4.4
- total charge = +1
- electronic energy (eV) = -10183.6693
- F_max (hartree/bohr) = 0.0995
- relative energy (zero: lowest compared OMol25 entry of this formula, charge and spin) (kcal/mol) = 129.7

Last column: natural (NBO) charge in e.
Element x y z (Å)
C -1.10366 -0.11413 0.09546  0.682
C 0.95605 0.96378 0.68423  -0.035
N 1.31990 -0.39250 0.51557  0.117
N -0.50312 0.96990 0.12179  -0.592
N -2.10801 -0.82112 -0.20979  -0.754
N 1.83100 -0.60348 -0.78977  -0.661
O 0.31815 -1.15425 0.82566  -0.321
H 0.90491 1.36960 1.66718  0.237
H 1.54318 1.49806 0.09437  0.216
H -0.90708 2.00024 0.01304  0.472
H -3.02034 -0.43114 -0.46391  0.429
H -2.32267 -1.84375 0.05264  0.473
H 1.61766 -1.50505 -1.03867  0.380
H 1.47402 0.06388 -1.56782  0.357

# 2
Below is the ion C2H7N4O with charge +1 at a distorted geometry, with properties calculated with ωB97M-V with the def2-TZVPD basis set.

Results
- SMILES = [H]/N=C(/N)[N@+]1(C)NO1
- HOMO-LUMO gap (Eh) = 0.409
- LUMO energy (eV) = -3.7
- total charge = +1
- electronic energy (eV) = -10182.2413
- F_max (hartree/bohr) = 0.0667
- relative energy (zero: lowest compared OMol25 entry of this formula, charge and spin) (kcal/mol) = 162.6

Last column: natural (NBO) charge in e.
Element x y z (Å)
H -1.97061 0.55242 1.58838  0.402
N -1.25853 1.14784 1.17025  -0.621
C -0.20927 0.80086 0.66324  0.539
N 0.69206 1.68395 0.25409  -0.791
N 0.28244 -0.60196 0.29312  0.110
C -0.18022 -0.99239 -0.99507  -0.489
N 0.65103 -1.60904 1.23938  -0.076
O 1.60878 -0.87001 0.56378  -0.146
H 0.66843 2.58856 0.68752  0.443
H 1.61613 1.34281 -0.05808  0.409
H 0.29025 -0.21065 -1.65563  0.273
H -0.25111 -2.05083 -1.11049  0.284
H -1.27895 -0.81852 -1.22533  0.285
H 0.54095 -1.34230 2.19284  0.378

# 3
Below is the ion C2H7N4O with charge +1 at a distorted geometry, with properties calculated with ωB97M-V with the def2-TZVPD basis set.

Results
- SMILES = C[N@@H+]([O-])NN=C=[NH2+]
- HOMO-LUMO gap (Eh) = 0.395
- LUMO energy (eV) = -3.7
- total charge = +1
- electronic energy (eV) = -10182.7924
- F_max (hartree/bohr) = 0.0647
- relative energy (zero: lowest compared OMol25 entry of this formula, charge and spin) (kcal/mol) = 149.9

Last column: natural (NBO) charge in e.
Element x y z (Å)
C 0.99960 1.15469 0.74141  -0.474
N 0.97310 -0.20028 0.22733  0.084
O 0.12926 -1.06976 0.59332  -0.485
N 0.27226 0.34222 -1.28046  -0.387
N -0.83833 -0.32128 -1.54126  -0.136
C -1.61051 -0.96286 -0.87436  0.660
N -2.59072 -1.66205 -0.45097  -0.749
H 1.37912 1.24422 1.87424  0.266
H 1.36339 1.82852 -0.10665  0.259
H -0.09176 1.41372 0.75188  0.237
H 1.88407 -0.58076 0.00668  0.393
H 0.90520 0.33397 -2.15093  0.408
H -3.48422 -1.36284 -0.05438  0.464
H -2.42334 -2.73795 -0.53447  0.462